Density functional theory data (ωB97M-V/def2-TZVPD) for a molecular structure, C13H33N2Na3O5 at a distorted geometry.

```
! RIJCOSX wB97M-V def2-TZVPD def2/J DEFGRID3
* xyz 2 1
O 3.720 -0.396 2.900
C 2.105 0.334 -2.278
N 2.868 2.392 3.385
H 3.158 0.998 4.899
Na 3.464 -0.620 -5.758
O -2.476 0.097 -2.494
H 1.879 -0.873 3.805
H -2.293 2.112 -2.980
C -3.600 -5.646 -2.763
N -3.130 -1.967 -0.938
H 1.800 1.351 -2.547
H -4.485 -3.206 0.108
H -4.629 -5.281 -2.671
C -3.878 -3.211 -0.800
H -3.423 -5.267 -0.383
H -4.861 -0.904 -1.555
C -3.183 0.418 -1.319
H -2.451 0.598 -0.510
H 1.479 1.375 4.613
H 1.156 -0.155 -2.008
H -0.123 4.924 2.900
H 0.957 6.342 3.037
Na 3.701 -2.244 -2.140
H -1.495 0.971 -4.062
H 1.473 2.303 1.762
H 2.987 4.028 1.119
H -4.618 -3.292 -1.616
H 2.913 4.806 2.711
H 1.827 0.128 2.317
H 3.679 -2.440 2.392
C 0.442 5.677 2.338
C 2.426 1.191 4.106
H -2.651 -1.993 -1.830
C 2.379 -0.075 3.247
O -2.658 -4.762 -2.221
C -3.976 -0.803 -0.897
C -1.741 1.167 -3.017
H 3.227 -1.248 1.071
H 3.614 2.073 2.771
H -0.789 1.298 -2.479
H 0.981 3.175 3.261
H 2.682 0.350 -1.336
C 2.321 4.274 1.952
C -2.949 -4.407 -0.879
H 4.853 -1.384 1.610
O 2.782 -0.353 -3.318
H -3.785 1.317 -1.459
H -2.016 -4.230 -0.347
Na 4.957 1.220 -3.423
H -0.325 6.224 1.791
O 1.347 5.128 1.402
H -3.383 -5.757 -3.827
C 1.796 2.978 2.569
C 3.819 -1.435 1.988
H -4.341 -0.653 0.121
H -3.533 -6.647 -2.318
*
```

Calculated values
E_tot: -40466.020 eV
LUMO: -0.31669 Eh
HOMO-LUMO gap: 3.453 eV
HOMO energy: -12.07 eV